{
  "formula": "C18H26F5O15",
  "method": "the ωB97M-V functional and the def2-TZVPD basis",
  "homo_lumo_gap_ev": 9.44,
  "spin_multiplicity": 1,
  "charge": -1,
  "total_energy_ha": -2329.230321,
  "relative_energy_ev": 1.2646,
  "elements": ["F", "C", "C", "O", "C", "O", "O", "F", "H", "H", "H", "C", "C", "O", "C", "O", "O", "F", "H", "H", "H", "C", "C", "O", "C", "O", "O", "F", "H", "H", "H", "C", "C", "O", "C", "O", "O", "F", "H", "H", "H", "C", "O", "C", "C", "O", "C", "C", "O", "C", "H", "H", "H", "H", "H", "H", "H", "H", "H", "H", "H", "H", "H", "H"],
  "coordinates": [[7.605, 24.922, 96.160], [5.108, 22.704, 95.494], [5.038, 23.922, 94.662], [3.679, 24.156, 94.494], [2.965, 23.349, 95.234], [1.724, 23.401, 95.295], [3.768, 22.588, 96.056], [5.765, 23.732, 93.497], [5.670, 22.664, 96.551], [5.310, 21.757, 95.056], [5.407, 24.936, 94.997], [5.335, 26.586, 98.608], [5.291, 25.083, 98.528], [3.974, 24.872, 98.226], [3.290, 26.047, 97.862], [2.139, 26.040, 97.441], [4.036, 27.063, 98.083], [5.309, 24.517, 99.740], [6.152, 26.915, 97.954], [5.452, 27.038, 99.651], [5.954, 24.636, 97.967], [8.124, 27.569, 93.754], [7.164, 27.808, 94.753], [5.936, 27.679, 94.071], [6.141, 27.068, 92.940], [5.255, 26.705, 92.155], [7.418, 26.943, 92.763], [7.135, 29.161, 95.316], [8.960, 26.863, 94.141], [8.557, 28.502, 93.395], [7.171, 27.004, 95.530], [9.500, 23.930, 93.522], [10.214, 23.589, 94.865], [11.526, 24.108, 94.740], [11.608, 24.768, 93.567], [12.541, 25.466, 93.135], [10.523, 24.576, 92.767], [10.479, 22.312, 95.049], [8.721, 24.638, 93.680], [9.252, 23.103, 93.121], [9.687, 24.028, 95.682], [9.846, 26.656, 97.797], [10.881, 26.864, 98.588], [10.893, 27.926, 99.548], [12.272, 28.016, 100.308], [13.065, 28.630, 99.560], [14.503, 28.554, 100.008], [15.314, 29.195, 98.990], [14.910, 30.618, 98.883], [15.404, 31.298, 97.799], [10.187, 25.968, 96.979], [9.637, 27.536, 97.011], [9.050, 26.274, 98.334], [10.076, 27.757, 100.407], [10.810, 29.085, 98.870], [12.436, 27.128, 100.521], [12.101, 28.748, 101.099], [14.969, 27.617, 99.761], [14.641, 28.967, 101.034], [15.123, 28.823, 97.974], [16.457, 29.256, 99.279], [14.850, 32.387, 97.663], [15.092, 30.726, 97.055], [16.442, 31.441, 97.752]],
  "mulliken_charge": [-0.793, -0.312, 1.072, -0.304, 0.622, -0.613, -0.346, -0.308, 0.076, 0.386, -0.302, -0.169, 0.852, -0.392, 0.690, -0.574, -0.339, -0.395, 0.017, 0.244, 0.034, 0.071, 0.951, -0.353, 0.678, -0.622, -0.345, -0.386, -0.143, 0.295, -0.200, -0.042, 0.831, -0.378, 0.679, -0.611, -0.380, -0.350, -0.323, 0.564, -0.036, -0.542, -0.274, -0.407, -0.910, -0.184, -0.466, -0.552, -0.292, -0.866, 0.038, 0.202, 0.424, 0.246, 0.217, 0.624, 0.397, 0.338, 0.324, 0.365, 0.320, 0.191, 0.428, 0.332]
}

---

{
  "formula": "C5H8O2",
  "method": "the ωB97M-V functional and the def2-TZVPD basis",
  "homo_lumo_gap_ev": 9.51,
  "spin_multiplicity": 1,
  "smiles": "C/C=C(\\O)CC=O",
  "total_energy_ha": -345.765065,
  "relative_energy_ev": 1.0855,
  "elements": ["C", "C", "O", "C", "C", "C", "O", "H", "H", "H", "H", "H", "H", "H", "H"],
  "coordinates": [[-2.046, 0.039, -1.017], [-0.963, -0.114, 0.017], [1.371, 1.157, 2.577], [1.674, 0.841, 1.452], [1.366, -0.511, 0.843], [0.326, -0.344, -0.240], [0.879, -0.430, -1.484], [-1.821, -0.516, -1.940], [-2.992, -0.362, -0.639], [-2.214, 1.090, -1.291], [-1.235, -0.044, 1.066], [2.186, 1.558, 0.777], [2.268, -0.934, 0.388], [1.009, -1.176, 1.633], [0.192, -0.253, -2.143]],
  "mulliken_charge": [-1.307, 0.019, -0.469, 0.078, -0.814, 0.408, -0.521, 0.396, 0.328, 0.274, 0.357, 0.336, 0.333, 0.293, 0.290]
}

---

{
  "formula": "C4H9N2O",
  "method": "the ωB97M-V functional and the def2-TZVPD basis",
  "homo_lumo_gap_ev": 10.83,
  "spin_multiplicity": 1,
  "charge": 1,
  "total_energy_ha": -342.333583,
  "relative_energy_ev": 0.6445,
  "elements": ["C", "C", "C", "N", "C", "N", "H", "H", "H", "H", "H", "H", "H", "H", "H", "O"],
  "coordinates": [[1.250, 1.939, 0.651], [0.115, 1.196, 0.028], [-0.541, 1.229, -1.157], [-1.474, 0.231, -1.144], [-1.377, -0.481, -0.029], [-0.345, 0.035, 0.659], [2.284, 1.665, 0.437], [1.165, 3.007, 0.470], [1.175, 1.748, 1.727], [-0.384, 1.912, -1.973], [-2.072, -0.040, -1.924], [-2.049, -1.218, 0.373], [0.272, -0.368, 1.346], [0.554, -4.364, 0.345], [1.132, -3.027, 0.047], [0.295, -3.464, 0.145]],
  "mulliken_charge": [-1.172, 0.638, -0.537, -0.011, -0.233, -0.073, 0.311, 0.345, 0.347, 0.402, 0.265, 0.421, 0.288, 0.318, 0.309, -0.617]
}

---

{
  "formula": "C22H72N20O14",
  "method": "the ωB97M-V functional and the def2-TZVPD basis",
  "homo_lumo_gap_ev": 9.85,
  "spin_multiplicity": 1,
  "total_energy_ha": -3030.355871,
  "relative_energy_ev": 0.0000,
  "elements": ["C", "C", "C", "O", "H", "H", "H", "H", "H", "H", "H", "H", "C", "C", "C", "O", "H", "H", "H", "H", "H", "H", "H", "H", "C", "C", "C", "O", "H", "H", "H", "H", "H", "H", "H", "H", "C", "C", "C", "O", "H", "H", "H", "H", "H", "H", "H", "H", "C", "O", "N", "N", "H", "H", "H", "H", "C", "O", "N", "N", "H", "H", "H", "H", "C", "O", "N", "N", "H", "H", "H", "H", "C", "O", "N", "N", "H", "H", "H", "H", "C", "O", "N", "N", "H", "H", "H", "H", "C", "O", "N", "N", "H", "H", "H", "H", "C", "O", "N", "N", "H", "H", "H", "H", "C", "O", "N", "N", "H", "H", "H", "H", "C", "O", "N", "N", "H", "H", "H", "H", "C", "O", "N", "N", "H", "H", "H", "H"],
  "coordinates": [[9.937, 16.939, 10.516], [9.246, 17.890, 11.533], [7.742, 17.644, 11.554], [9.734, 17.663, 12.846], [9.876, 15.899, 10.855], [11.029, 17.099, 10.465], [9.466, 17.127, 9.487], [9.367, 18.922, 11.208], [7.447, 17.986, 10.562], [7.283, 18.288, 12.310], [7.441, 16.635, 11.894], [10.681, 17.441, 12.889], [12.854, 17.171, 15.245], [13.184, 17.760, 13.819], [14.654, 17.613, 13.499], [12.379, 17.025, 12.884], [13.045, 16.108, 15.108], [11.839, 17.380, 15.444], [13.503, 17.715, 15.902], [12.945, 18.826, 13.745], [15.261, 18.173, 14.221], [15.078, 18.086, 12.549], [15.010, 16.556, 13.484], [12.550, 16.083, 13.029], [10.938, 15.274, 21.369], [11.023, 13.746, 21.481], [11.373, 13.338, 22.880], [9.806, 13.129, 21.019], [10.452, 15.611, 20.364], [11.883, 15.781, 21.534], [10.217, 15.537, 22.192], [11.769, 13.328, 20.735], [11.591, 12.255, 22.993], [10.490, 13.555, 23.496], [12.212, 13.882, 23.339], [9.293, 12.632, 21.655], [13.836, 13.527, 16.469], [13.549, 13.203, 14.957], [13.747, 11.782, 14.525], [12.286, 13.732, 14.551], [14.843, 13.072, 16.627], [13.102, 13.020, 17.076], [13.862, 14.600, 16.698], [14.183, 13.809, 14.298], [12.904, 11.095, 14.710], [14.551, 11.269, 15.059], [14.021, 11.634, 13.488], [11.609, 13.426, 15.158], [11.118, 6.369, 14.644], [10.530, 6.217, 13.547], [12.081, 7.346, 14.692], [10.918, 5.568, 15.722], [12.325, 7.684, 15.638], [12.244, 7.970, 13.931], [10.022, 5.037, 15.671], [10.883, 6.198, 16.611], [9.501, 10.219, 14.353], [10.126, 9.756, 15.332], [9.005, 11.530, 14.352], [9.082, 9.412, 13.300], [8.145, 11.587, 13.799], [9.277, 12.233, 15.098], [9.476, 8.492, 13.242], [9.144, 10.060, 12.488], [9.493, 7.852, 18.234], [9.455, 7.260, 19.349], [10.729, 8.168, 17.675], [8.431, 8.000, 17.398], [11.372, 8.165, 18.472], [10.842, 8.849, 16.966], [8.654, 8.415, 16.494], [7.567, 8.167, 17.877], [15.569, 9.544, 12.823], [16.672, 9.899, 13.244], [14.864, 8.505, 13.351], [14.835, 10.242, 11.827], [13.968, 8.099, 13.070], [15.274, 8.081, 14.212], [13.993, 9.905, 11.646], [15.262, 11.055, 11.464], [9.939, 13.131, 17.426], [10.220, 13.327, 16.224], [9.566, 14.165, 18.181], [10.156, 11.863, 17.963], [9.347, 14.007, 19.161], [9.196, 15.039, 17.744], [10.042, 11.632, 18.941], [10.413, 11.191, 17.311], [17.079, 13.631, 12.323], [16.492, 14.737, 12.338], [17.201, 12.828, 11.195], [17.725, 13.120, 13.472], [16.321, 12.862, 10.593], [17.538, 11.945, 11.469], [17.606, 13.826, 14.221], [17.390, 12.181, 13.712], [8.478, 12.819, 10.990], [7.671, 12.747, 11.892], [8.098, 13.032, 9.734], [9.775, 12.716, 11.276], [7.160, 12.766, 9.586], [8.726, 13.190, 8.985], [10.570, 12.716, 10.608], [9.906, 12.684, 12.275], [11.465, 8.212, 10.779], [12.118, 8.718, 11.672], [10.888, 8.984, 9.797], [11.283, 6.863, 10.714], [10.498, 8.547, 8.934], [11.182, 9.994, 9.706], [10.802, 6.567, 9.885], [11.109, 6.360, 11.570], [8.499, 16.734, 15.908], [8.443, 16.514, 17.127], [8.841, 15.818, 14.956], [8.210, 17.924, 15.400], [9.358, 14.936, 15.183], [9.030, 16.133, 14.023], [8.716, 18.170, 14.587], [8.031, 18.580, 16.142], [13.209, 13.258, 10.201], [12.275, 12.534, 9.871], [14.319, 13.453, 9.444], [13.409, 13.828, 11.417], [14.973, 14.224, 9.756], [14.183, 13.242, 8.502], [12.831, 13.629, 12.217], [14.244, 14.330, 11.612]],
  "mulliken_charge": [-1.071, 0.571, -1.449, -0.372, 0.133, 0.273, 0.406, 0.232, 0.483, 0.369, 0.260, 0.355, -0.587, 0.250, -1.309, -0.548, -0.245, 0.172, 0.548, 0.366, 0.423, 0.312, 0.184, 0.172, -1.010, 0.812, -1.450, -0.562, 0.130, 0.362, 0.287, 0.054, 0.351, 0.393, 0.365, 0.267, -1.513, 0.881, -0.284, 0.666, 0.433, 0.301, 0.270, -0.162, -0.314, 0.589, -0.270, -0.274, 0.414, -0.700, -0.087, -0.544, 0.199, -0.011, 0.342, 0.261, 0.025, -0.224, -0.182, -0.443, 0.236, -0.049, 0.232, 0.227, 0.421, -0.691, -0.282, -0.360, 0.177, 0.126, 0.304, 0.234, 0.460, -0.687, -0.242, -0.192, 0.182, 0.225, 0.344, -0.030, 0.134, -0.282, -0.027, -0.149, 0.191, 0.106, 0.130, 0.115, 0.535, -0.583, -0.509, -0.544, 0.195, 0.326, 0.292, 0.304, 0.657, -0.726, -0.397, 0.617, 0.251, 0.156, 0.030, -0.322, 0.386, -0.394, -0.394, -0.424, 0.192, 0.193, 0.192, 0.276, 0.542, -0.848, -0.206, -0.451, -0.008, 0.390, 0.306, 0.234, 0.340, -0.795, -0.413, 0.205, 0.274, 0.217, -0.356, 0.110]
}